A 40-piece molecular cluster, H80O40 overall at a distorted geometry, computed with ωB97M-V/def2-TZVPD.

Values from the calculation:
Spin multiplicity: 1
Strongest force on any atom (eV/A): 5.10
Energy above the lowest of the compared OMol25 structures with the same formula, charge and spin (kJ/mol): 968.4
Kohn-Sham gap (eV): 9.6

Each atom is followed by the atoms it is bonded to, with distances in Å.
Positions of all 120 atoms, in Å:
1 H -4.6403 -3.2812 -3.7304  O3 0.945
2 H -3.4372 -3.4016 -2.7200  O3 0.938
3 O -3.7195 -3.1360 -3.5739  H1 0.945, H2 0.938
4 H -1.5340 -3.7720 0.8833  O6 0.984
5 H -0.8994 -2.7253 0.2832  O6 0.972
6 O -1.3504 -3.5192 -0.0498  H4 0.984, H5 0.972
7 H 1.4921 -5.0607 -0.3363  O9 0.972
8 H 0.4979 -5.8427 0.5664  O9 0.908
9 O 0.6804 -5.5935 -0.2872  H7 0.972, H8 0.908
10 H -2.0322 0.0172 -2.3601  O12 0.979
11 H -3.5096 0.5845 -1.6793  O12 0.951
12 O -2.8219 -0.0637 -1.7874  H10 0.979, H11 0.951
13 H 5.9008 -0.2051 0.0621  O15 0.973
14 H 6.5437 -1.7306 0.0838  O15 0.980
15 O 6.1657 -0.9797 0.5873  H13 0.973, H14 0.980
16 H 1.8283 2.1840 0.4674  O17 0.950
17 O 1.7659 1.2509 0.2978  H16 0.950, H95 0.986
18 H 0.1908 2.4242 2.7318  O19 0.973
19 O -0.0607 1.6375 3.2453  H18 0.973, H97 0.953
20 H -2.7840 -0.9452 -4.4723  O22 0.971
21 H -2.1209 -0.2608 -5.5935  O22 0.914
22 O -2.1534 -0.2367 -4.6804  H20 0.971, H21 0.914
23 H -2.1921 -4.2474 3.2888  O25 0.989
24 H -0.6569 -4.1159 3.1647  O25 0.989
25 O -1.4886 -3.9822 2.6462  H23 0.989, H24 0.989
26 H 0.6587 -0.8565 0.2896  O28 0.971
27 H -0.7658 -0.4554 -0.0179  O28 0.950
28 O -0.1868 -1.2087 -0.0337  H26 0.971, H27 0.950
29 H -5.8197 -0.5049 1.0654  O31 0.946
30 H -5.4270 -0.5972 2.4483  O31 0.938
31 O -6.0801 -0.1843 1.9162  H29 0.946, H30 0.938
32 H 1.8516 2.0880 -2.9345  O33 1.034
33 O 2.1495 3.0752 -3.0119  H32 1.034, H98 1.020
34 H 1.7083 -0.7903 -4.2518  O36 0.968
35 H 3.1063 -1.4432 -3.7560  O36 0.942
36 O 2.6394 -0.9849 -4.4331  H34 0.968, H35 0.942
37 H -2.2399 -1.5431 5.0007  O39 0.967
38 H -1.4607 -1.8323 3.9765  O39 0.918
39 O -1.9978 -2.3443 4.5166  H37 0.967, H38 0.918
40 H -1.4338 6.6490 -0.5886  O42 0.930
41 H -0.7778 5.4893 -1.3890  O42 1.038
42 O -1.0721 5.8042 -0.4446  H40 0.930, H41 1.038
43 H 1.6366 4.8205 0.7018  O45 1.017
44 H 0.3269 4.1249 0.1260  O45 0.908
45 O 0.9507 4.0741 0.7843  H43 1.017, H44 0.908
46 H -1.7585 4.5284 -2.9611  O48 0.957
47 H -0.4074 4.3418 -3.7500  O48 1.040
48 O -0.9592 5.0094 -3.1734  H46 0.957, H47 1.040
49 H -1.9708 2.0173 0.8286  O51 0.918
50 H -3.0221 1.7727 -0.1432  O51 0.924
51 O -2.1045 1.7465 -0.0388  H49 0.918, H50 0.924
52 H 2.9830 -1.4326 0.9611  O53 0.947
53 O 3.4178 -1.3109 1.7941  H52 0.947, H94 0.962
54 H -0.8518 -2.5824 -3.9062  O56 0.950
55 H -0.2410 -2.6815 -2.5415  O56 1.012
56 O -0.3920 -2.0205 -3.2934  H54 0.950, H55 1.012
57 H -0.3327 -1.8270 2.6073  O58 0.990
58 O -0.7198 -0.9404 2.8183  H57 0.990, H96 1.017
59 H 3.5521 3.4162 -2.0674  O61 0.960
60 H 4.9886 3.4602 -2.1358  O61 0.997
61 O 4.2781 3.3877 -1.4407  H59 0.960, H60 0.997
62 H 1.6360 1.2666 2.1666  O64 0.975
63 H 2.2231 2.2800 2.9429  O64 0.987
64 O 2.3318 1.3040 2.8482  H62 0.975, H63 0.987
65 H 2.1466 -4.2840 1.4674  O67 1.005
66 H 2.6000 -2.8213 0.8888  O67 0.974
67 O 2.4439 -3.7566 0.6652  H65 1.005, H66 0.974
68 H -2.5274 5.1157 2.6598  O70 0.959
69 H -2.7308 3.6202 3.0325  O70 0.990
70 O -2.1361 4.4003 3.1653  H68 0.959, H69 0.990
71 H 2.1641 0.5170 -1.3239  O73 0.923
72 H 1.3946 -0.6026 -2.0201  O73 0.978
73 O 2.1686 -0.0079 -2.0835  H71 0.923, H72 0.978
74 H 1.9750 -3.7042 -1.9915  O76 0.929
75 H 0.7745 -4.0524 -1.2290  O76 0.969
76 O 1.1467 -3.3443 -1.7751  H74 0.929, H75 0.969
77 H -0.6419 0.4510 -3.4585  O79 1.002
78 H -0.2002 1.3719 -2.3815  O79 0.989
79 O 0.1544 1.0149 -3.2327  H77 1.002, H78 0.989
80 H 6.4164 1.0968 -1.8178  O82 0.958
81 H 5.4176 1.8783 -0.9199  O82 0.931
82 O 5.8445 1.0608 -1.0504  H80 0.958, H81 0.931
83 H -2.9039 -1.6133 2.3130  O85 1.017
84 H -3.9758 -2.1252 1.4868  O85 0.949
85 O -3.4016 -1.3703 1.4599  H83 1.017, H84 0.949
86 H 2.7817 -0.7173 4.6387  O88 0.980
87 H 2.7923 -1.5720 3.3500  O88 0.954
88 O 2.5468 -1.5954 4.2720  H86 0.980, H87 0.954
89 H 3.6304 0.4106 -4.0232  O90 1.039
90 O 4.4012 0.9727 -3.6124  H89 1.039, H99 0.948
91 H -1.9026 0.9691 3.4232  O93 0.997
92 H -2.5368 0.5311 2.1081  O93 1.000
93 O -2.7485 1.0893 2.9104  H91 0.997, H92 1.000
94 H 4.3767 -1.2739 1.7248  O53 0.962
95 H 2.4207 0.6961 0.7823  O17 0.986
96 H -0.0179 -0.2262 2.6382  O58 1.017
97 H 0.3557 1.8241 4.0819  O19 0.953
98 H 1.7852 3.1779 -3.9589  O33 1.020
99 H 4.2394 1.8779 -3.8410  O90 0.948
100 O -4.4709 -2.0978 3.6745  H101 0.940, H102 0.951
101 H -3.7890 -2.7320 3.8032  O100 0.940
102 H -4.8992 -2.2401 2.8374  O100 0.951
103 O -3.9319 -3.5365 -0.7970  H104 0.949, H105 0.995
104 H -4.2148 -4.0337 -0.0395  O103 0.949
105 H -2.9465 -3.4186 -0.7205  O103 0.995
106 O 0.0093 3.1627 -4.5673  H107 0.995, H108 0.968
107 H -0.3641 2.2411 -4.6028  O106 0.995
108 H -0.1901 3.2832 -5.5064  O106 0.968
109 O -1.0666 2.9909 5.0895  H110 0.992, H111 0.984
110 H -1.6721 3.4559 4.4563  O109 0.992
111 H -1.6308 2.9094 5.8922  O109 0.984
112 O -5.2868 -1.0130 -0.9953  H113 0.927, H114 0.996
113 H -5.4333 -1.9257 -0.9252  O112 0.927
114 H -4.3249 -0.7589 -1.0441  O112 0.996
115 O 4.4629 -2.8526 -2.2300  H116 0.979, H117 0.919
116 H 4.5949 -2.2706 -1.4538  O115 0.979
117 H 5.1282 -3.4803 -2.1388  O115 0.919
118 O 0.8274 4.1034 3.8550  H119 0.969, H120 1.010
119 H 0.8508 4.3971 4.7781  O118 0.969
120 H 0.0119 4.6927 3.7680  O118 1.010

Atom charges from the Löwdin analysis, given in e for atoms 1 to 6: atom 1 (H): 0.033, atom 2 (H): -0.019, atom 3 (O): -0.026, atom 4 (H): 0.015, atom 5 (H): 0.000, atom 6 (O): -0.079

***

A 40-piece molecular cluster, H80O40 overall at a distorted geometry, computed with ωB97M-V/def2-TZVPD.

Values from the calculation:
Spin multiplicity: 1
Strongest force on any atom (eV/A): 3.22
Energy above the lowest of the compared OMol25 structures with the same formula, charge and spin (kJ/mol): 782.2
Kohn-Sham gap (eV): 9.9

Each atom is followed by the atoms it is bonded to, with distances in Å.
Positions of all 120 atoms, in Å:
1 H -1.5877 -2.9512 0.0493  O3 0.951
2 H -1.4218 -3.3788 -1.5292  O3 0.957
3 O -1.0934 -2.9106 -0.7617  H1 0.951, H2 0.957
4 H 1.9756 -3.2000 1.7216  O6 0.984
5 H 1.8795 -1.6133 1.5202  O6 0.960
6 O 2.3206 -2.4172 1.2356  H4 0.984, H5 0.960
7 H -2.5177 2.4391 -0.1841  O9 0.970
8 H -2.9293 1.6121 -1.3620  O9 0.971
9 O -3.1758 2.4288 -0.8973  H7 0.970, H8 0.971
10 H 4.8194 2.5792 -2.0770  O12 0.960
11 H 6.1854 2.8339 -1.3327  O12 0.962
12 O 5.7026 2.9466 -2.1573  H10 0.960, H11 0.962
13 H -2.2235 -4.7476 3.8383  O15 0.957
14 H -1.7551 -3.3399 4.2636  O15 0.978
15 O -1.5220 -4.1100 3.7075  H13 0.957, H14 0.978
16 H -4.0630 -0.4301 5.3281  O17 0.958
17 O -3.6212 0.1517 5.9483  H16 0.958, H95 0.950
18 H -2.3398 -3.9102 -2.8667  O19 0.963
19 O -2.2237 -4.8128 -2.5528  H18 0.963, H97 0.954
20 H 2.2907 4.2736 -0.2398  O22 1.021
21 H 1.1787 3.7268 -1.0584  O22 0.963
22 O 2.1318 3.6068 -0.9960  H20 1.021, H21 0.963
23 H 0.8124 -6.6122 0.8114  O25 0.954
24 H 0.7952 -5.7042 -0.3843  O25 0.979
25 O 1.4080 -6.1050 0.2653  H23 0.954, H24 0.979
26 H 1.1158 2.6331 1.5632  O28 0.976
27 H 2.6615 2.7151 1.7802  O28 0.973
28 O 1.8351 3.2212 1.8634  H26 0.976, H27 0.973
29 H -1.7503 0.2263 -2.8519  O31 0.956
30 H -1.0069 1.0951 -3.8090  O31 0.981
31 O -1.7448 0.4486 -3.7817  H29 0.956, H30 0.981
32 H 2.0514 3.6202 -3.1302  O33 0.983
33 O 1.5905 2.9145 -3.6368  H32 0.983, H98 0.954
34 H -1.9460 0.9748 3.2676  O36 0.977
35 H -2.8395 0.0572 2.1837  O36 0.966
36 O -2.5409 0.2205 3.0876  H34 0.977, H35 0.966
37 H -3.6710 -1.4359 -0.1059  O39 0.950
38 H -4.7536 -1.0490 0.8185  O39 0.973
39 O -4.3427 -1.8415 0.4306  H37 0.950, H38 0.973
40 H -1.9453 -0.5510 -0.6779  O42 0.958
41 H -0.7757 0.3026 -0.2929  O42 0.992
42 O -1.7475 0.2026 -0.1204  H40 0.958, H41 0.992
43 H 0.3236 -0.7273 -6.5251  O45 0.985
44 H 0.7427 0.4531 -5.5366  O45 0.971
45 O 0.7867 0.1385 -6.4538  H43 0.985, H44 0.971
46 H 3.8197 1.7071 0.1758  O48 0.981
47 H 3.4720 0.5113 -0.6415  O48 0.981
48 O 3.1263 1.0156 0.1253  H46 0.981, H47 0.981
49 H 4.8819 -3.5377 -0.6895  O51 0.960
50 H 5.7290 -3.3620 -1.8758  O51 0.957
51 O 5.6109 -2.9955 -0.9996  H49 0.960, H50 0.957
52 H -5.0403 0.9761 1.7391  O53 0.963
53 O -4.5320 0.8715 0.9278  H52 0.963, H94 0.950
54 H 0.0605 -3.4340 -4.1942  O56 1.041
55 H 1.6250 -3.4762 -4.3256  O56 0.965
56 O 0.9245 -3.8096 -3.7515  H54 1.041, H55 0.965
57 H -1.4455 -1.0986 3.9695  O58 0.974
58 O -0.5253 -1.3025 4.2140  H57 0.974, H96 0.958
59 H 0.8619 6.3430 1.2217  O61 0.971
60 H 1.5097 5.8951 2.5462  O61 0.957
61 O 1.0662 5.5643 1.7653  H59 0.971, H60 0.957
62 H 0.9682 1.3758 0.1437  O64 0.971
63 H 0.9711 -0.0481 0.8733  O64 0.952
64 O 0.6578 0.8500 0.8992  H62 0.971, H63 0.952
65 H 4.6415 -1.0736 -2.2289  O67 0.985
66 H 3.3117 -1.3771 -1.9360  O67 1.017
67 O 3.8584 -0.5222 -1.9998  H65 0.985, H66 1.017
68 H 0.1539 0.4330 3.6839  O70 0.976
69 H 0.9234 1.3623 2.9352  O70 0.964
70 O 0.2745 1.4005 3.6473  H68 0.976, H69 0.964
71 H -3.6540 -1.6067 -1.6364  O73 0.984
72 H -3.9160 -2.1894 -3.1310  O73 0.956
73 O -3.2803 -1.8157 -2.5225  H71 0.984, H72 0.956
74 H -4.5604 1.9583 -3.2047  O76 0.967
75 H -6.0561 2.1797 -3.1947  O76 0.956
76 O -5.3786 1.6257 -2.8106  H74 0.967, H75 0.956
77 H 4.1169 -3.1856 2.1716  O79 0.963
78 H 4.6305 -1.8613 1.7294  O79 0.956
79 O 4.6361 -2.4397 2.4911  H77 0.963, H78 0.956
80 H -1.1552 3.7609 -0.7499  O82 0.978
81 H -2.0235 4.7420 0.0570  O82 0.974
82 O -1.3613 4.7119 -0.6562  H80 0.978, H81 0.974
83 H -3.7817 0.4032 -5.8200  O85 1.008
84 H -2.7769 -0.7098 -6.1225  O85 0.971
85 O -3.5840 -0.5608 -5.6035  H83 1.008, H84 0.971
86 H -0.3080 0.8952 5.9205  O88 0.950
87 H -0.5800 -0.6536 6.1736  O88 0.952
88 O -0.8694 0.2414 6.3207  H86 0.950, H87 0.952
89 H 1.2804 0.4795 -2.6165  O90 0.989
90 O 0.5311 0.4267 -1.9729  H89 0.989, H99 0.972
91 H 0.0227 -4.2108 2.7186  O93 0.976
92 H 1.2663 -5.1339 2.7403  O93 0.960
93 O 0.8382 -4.4400 2.2343  H91 0.976, H92 0.960
94 H -4.0150 1.6363 0.7041  O53 0.950
95 H -2.7846 -0.2153 6.2071  O17 0.950
96 H -0.0830 -1.8410 3.5571  O58 0.958
97 H -3.0507 -5.2536 -2.7303  O19 0.954
98 H 0.7455 2.8480 -3.1985  O33 0.954
99 H 0.6046 -0.5125 -1.7330  O90 0.972
100 O 4.5193 4.6775 0.9465  H101 0.962, H102 0.976
101 H 4.2438 4.2142 0.1494  O100 0.962
102 H 3.7770 5.3046 1.0416  O100 0.976
103 O 2.3123 -3.1109 -1.6732  H104 0.970, H105 0.959
104 H 1.6594 -3.5283 -2.2565  O103 0.970
105 H 2.2505 -3.5630 -0.8299  O103 0.959
106 O 2.4124 1.2630 5.5440  H107 0.963, H108 0.962
107 H 1.5381 1.0766 5.1858  O106 0.963
108 H 2.4631 2.1751 5.8457  O106 0.962
109 O 6.1506 1.0912 0.7442  H110 0.948, H111 0.950
110 H 6.6143 1.9044 0.8917  O109 0.948
111 H 5.9587 0.4580 1.4263  O109 0.950
112 O -0.7647 -1.7901 -4.0511  H113 0.990, H114 0.953
113 H -1.6034 -1.4130 -4.4169  O112 0.990
114 H -0.7991 -1.5310 -3.1342  O112 0.953
115 O -4.3308 4.3743 -2.4436  H116 0.963, H117 0.962
116 H -3.4840 4.8287 -2.5098  O115 0.963
117 H -4.1227 3.5864 -1.9327  O115 0.962
118 O -4.8964 1.3932 3.6136  H119 0.949, H120 0.955
119 H -5.1316 2.2270 3.9999  O118 0.949
120 H -4.1941 0.8400 3.9498  O118 0.955

Atom charges from the Löwdin analysis, given in e for atoms 1 to 6: atom 1 (H): 0.040, atom 2 (H): -0.016, atom 3 (O): -0.026, atom 4 (H): 0.014, atom 5 (H): 0.024, atom 6 (O): -0.061

***

> Look up the strongest force on any atom of the first one.

5.10 eV/A